The molecule C4H7NO. Source: the OMol25 dataset; level of theory: ωB97M-V/def2-TZVPD.

Geometry as XYZ:
```
13
Properties=species:S:1:pos:R:3
C -1.57127 -0.20667 0.03520
N -0.31599 -0.01001 -0.66927
C 0.45756 1.14579 -0.15423
C 1.47917 0.17213 0.43863
O 2.44840 0.26611 1.13683
C 0.73694 -0.97111 -0.25899
H -2.03174 -1.14428 -0.29060
H -1.45654 -0.24277 1.13644
H -2.25843 0.60948 -0.20820
H 0.89307 1.75506 -0.95453
H -0.08306 1.80014 0.54013
H 0.39643 -1.81076 0.35918
H 1.30545 -1.36311 -1.11058
```

Results
Kohn-Sham gap = 10.18 eV
Energy relative to the best compared isomer or geometry (same formula, charge and spin) = 197.6 kJ/mol
Spin multiplicity = 1
LUMO = 0.9 eV

Löwdin population analysis, charges in e, atoms 1 to 4:
1 C -0.119
2 N -0.200
3 C -0.090
4 C -0.354



A structure of composition C45H74N4O3ReSSi4. Source: the OMol25 dataset; level of theory: ωB97M-V/def2-TZVPD.

Geometry as XYZ:
```
132
Properties=species:S:1:pos:R:3
Re -1.52916 -0.73906 1.17024
N -5.65462 -1.37878 2.65190
C -4.45596 -1.39341 2.01523
S -3.06935 -0.91547 2.97745
N -4.44375 -1.75740 0.77011
N -3.15741 -1.69951 0.22136
C -2.98932 -2.48318 -0.78132
C -1.72200 -2.69323 -1.48058
C -1.49526 -3.95402 -2.02841
C -0.26028 -4.29251 -2.55342
C 0.77139 -3.36309 -2.52384
C 0.54503 -2.08202 -2.03771
C -0.70586 -1.74099 -1.56108
O -0.96196 -0.44338 -1.13751
H -5.66271 -1.31058 3.65284
H -6.42039 -1.85236 2.20366
H -3.83867 -3.10825 -1.04646
H -2.29412 -4.68905 -1.99526
H -0.09419 -5.28632 -2.95360
H 1.75540 -3.62630 -2.89394
H 1.33202 -1.34133 -2.02221
C 4.34021 3.36100 1.69257
C 3.40982 3.46322 2.90806
C 4.01284 2.66282 4.07295
C 3.32659 4.93144 3.32829
C 2.03902 2.89481 2.53404
C 1.93894 1.55752 2.15189
C 0.71184 1.04175 1.76469
N 0.38252 -0.30127 1.47389
C 1.26390 -1.39004 1.26535
C 2.60725 -1.32992 0.93240
C 3.34919 -2.50026 0.81868
C 2.71479 -3.70500 1.11168
C 1.34634 -3.80470 1.40044
C 0.61035 -2.62297 1.35021
O -0.75413 -2.57938 1.38001
C 0.69539 -5.14045 1.79727
C -0.36702 -5.57906 0.77823
C 0.03852 -4.97745 3.17801
C 1.72868 -6.26396 1.89764
C 4.80868 -2.40983 0.36739
C 5.57891 -1.41599 1.25002
C 5.51735 -3.76224 0.43771
C 4.84544 -1.91672 -1.08759
C -0.42411 1.85639 1.74409
O -1.56716 1.25863 1.30573
C -0.37899 3.16522 2.21695
C 0.87891 3.65696 2.57951
C -1.65695 3.99904 2.40132
C -2.34096 4.27733 1.05510
C -2.61668 3.23438 3.32540
C -1.36410 5.35276 3.05252
H 5.30978 3.82019 1.91165
H 3.90286 3.87064 0.82916
H 4.51642 2.31751 1.41514
H 4.98822 3.07582 4.35059
H 4.15706 1.61050 3.81267
H 3.35837 2.70609 4.94831
H 4.32287 5.28806 3.60045
H 2.67587 5.06421 4.19715
H 2.95322 5.56398 2.51702
H 2.80111 0.90731 2.21901
H 3.06132 -0.36988 0.72240
H 3.30058 -4.61245 1.10409
H -1.16208 -4.83801 0.69243
H -0.80891 -6.53157 1.09361
H 0.08505 -5.71988 -0.20710
H -0.74502 -4.21780 3.15697
H 0.78392 -4.68505 3.92390
H -0.40937 -5.92664 3.49298
H 2.18510 -6.48494 0.92780
H 1.23248 -7.17343 2.24664
H 2.52350 -6.02291 2.60847
H 5.53104 -1.71713 2.29972
H 5.17569 -0.40250 1.17053
H 6.63053 -1.37787 0.95003
H 5.49602 -4.17442 1.45025
H 6.56352 -3.63843 0.14816
H 5.06707 -4.49173 -0.24144
H 4.37993 -0.93061 -1.18334
H 4.30480 -2.61152 -1.73770
H 5.87742 -1.84262 -1.44619
H 0.94575 4.67896 2.91978
H -2.45864 3.36451 0.46941
H -1.75279 4.99124 0.47593
H -3.33289 4.71504 1.22233
H -2.90864 2.27252 2.90171
H -3.52176 3.82791 3.49245
H -2.14233 3.05266 4.29404
H -0.69467 5.96394 2.44043
H -0.91981 5.23698 4.04577
H -2.30276 5.90190 3.16814
C -4.34478 1.65894 0.27436
Si -3.82015 1.43010 -1.50431
C -4.00949 3.05967 -2.41517
C -5.01855 0.20102 -2.24595
Si -1.66539 0.79513 -2.18389
Si 0.08878 2.34120 -2.50710
C 1.68983 1.38082 -2.49994
C 0.35077 3.79055 -1.38594
C -0.19318 3.07606 -4.21300
Si -1.99921 -0.19763 -4.31000
C -0.38860 -0.58821 -5.18575
C -2.90270 1.05884 -5.37664
C -3.04090 -1.76650 -4.30799
H -5.27977 1.11359 0.42923
H -4.50797 2.71877 0.48225
H -3.61214 1.29579 1.00351
H -5.06179 3.37095 -2.39731
H -3.69897 2.98734 -3.46453
H -3.41268 3.84703 -1.93760
H -6.03365 0.59583 -2.12139
H -4.96845 -0.76124 -1.72199
H -4.85106 0.02368 -3.31144
H 1.82791 0.87149 -1.53693
H 2.51568 2.08670 -2.62859
H 1.74290 0.63675 -3.30234
H 0.41852 3.51603 -0.33211
H -0.43571 4.54177 -1.49965
H 1.30250 4.24227 -1.68615
H -0.14368 2.32442 -5.00605
H 0.56629 3.83996 -4.41991
H -1.17524 3.56115 -4.26938
H 0.11657 0.31866 -5.53287
H -0.60518 -1.21216 -6.05947
H 0.30454 -1.13628 -4.54622
H -2.48095 2.06444 -5.30123
H -3.96507 1.11812 -5.11773
H -2.82920 0.74472 -6.42479
H -3.43200 -2.03586 -3.32403
H -2.44410 -2.60816 -4.67193
H -3.89781 -1.63012 -4.97531
```

Results
Kohn-Sham gap (alpha / beta) = 6.37 / 6.27 eV
Energy relative to the best compared isomer or geometry (same formula, charge and spin) = 0.0 kJ/mol
Spin multiplicity = 4
LUMO (alpha / beta) = -0.3 / -0.9 eV

Löwdin population analysis, charges in e, atoms 1 to 4:
1 Re 1.479
2 N 0.079
3 C -0.834
4 S 0.670



A cluster of 2 separate species, C3H10N2O2 in total at a distorted geometry. Source: the OMol25 dataset; level of theory: ωB97M-V/def2-TZVPD.

Geometry as XYZ:
```
17
Properties=species:S:1:pos:R:3
C 1.69542 0.47408 0.51571
O 2.18005 -0.17402 -0.49383
O 1.67999 -0.20201 1.77426
H 0.94783 -0.57786 -1.30501
H 2.18786 -1.01100 1.62873
H 2.07210 1.50000 0.68703
H 0.50106 0.64971 0.31279
C -1.14292 -0.97648 0.57682
C -0.80826 0.02390 -0.49595
N -1.71181 1.05155 -0.66250
N -0.12459 -0.42785 -1.56827
H -2.20337 1.36123 0.16039
H -1.47032 1.78779 -1.30888
H -0.14149 0.20497 -2.36110
H -1.29084 -0.48204 1.53686
H -2.04578 -1.52158 0.29407
H -0.32494 -1.68039 0.70887
```

Results
Kohn-Sham gap = 8.99 eV
Energy relative to the best compared isomer or geometry (same formula, charge and spin) = 254.9 kJ/mol
Spin multiplicity = 1
LUMO = 0.6 eV

Löwdin population analysis, charges in e, atoms 1 to 4:
1 C -0.500
2 O -0.160
3 O -0.060
4 H 0.090



A structure of composition C13H16BFIrN2O5. Source: the OMol25 dataset; level of theory: ωB97M-V/def2-TZVPD.

Geometry as XYZ:
```
39
Properties=species:S:1:pos:R:3
Ir 0.11884 -0.20361 -0.63439
O -2.05160 1.56409 1.09514
C -1.33802 1.57024 2.31638
C -0.62531 0.26581 2.61680
N 0.51452 -0.13937 1.76461
C 1.62138 0.83712 1.80521
C 1.30967 2.08270 0.99378
O 1.73911 3.16627 1.33600
O 0.56191 1.85299 -0.04714
C 0.98152 -1.46981 2.20568
C 1.08994 -2.51544 1.10690
O 1.61352 -3.57749 1.38545
O 0.54604 -2.19827 -0.02096
H -1.42783 1.88528 0.42123
H -2.07135 1.69527 3.11675
H -0.65655 2.42268 2.37497
H -1.35888 -0.54111 2.56213
H -0.26536 0.32544 3.65410
H 2.50932 0.37792 1.36072
H 1.86367 1.12474 2.83145
H 0.26917 -1.88680 2.91710
H 1.94260 -1.39994 2.71446
B 4.60808 0.05288 -0.91870
C 3.10724 -0.09540 -1.35490
N 1.98679 -0.19185 -1.64521
H 4.92878 -0.98094 -0.36776
H 5.26539 0.24898 -1.92283
H 4.65020 1.01375 -0.17286
F -4.81609 -0.73459 -4.33836
C -3.73828 -0.59743 -3.52655
C -2.47849 -0.64723 -4.08459
C -1.37913 -0.50530 -3.24577
C -1.54327 -0.31827 -1.87399
C -2.83802 -0.26939 -1.34939
C -3.94574 -0.41013 -2.17478
H -2.36514 -0.79386 -5.15058
H -0.38436 -0.54426 -3.67470
H -2.98991 -0.09518 -0.29175
H -4.95435 -0.37047 -1.78365
```

Results
Kohn-Sham gap (alpha / beta) = 7.93 / 7.41 eV
Energy relative to the best compared isomer or geometry (same formula, charge and spin) = 0.0 kJ/mol
Spin multiplicity = 5
Total charge = -1
LUMO (alpha / beta) = 2.6 / 1.1 eV

Löwdin population analysis, charges in e, atoms 1 to 4:
1 Ir 1.563
2 O -0.089
3 C -0.238
4 C -0.161



The molecule C4H5NO2. Source: the OMol25 dataset; level of theory: ωB97M-V/def2-TZVPD.

Geometry as XYZ:
```
12
Properties=species:S:1:pos:R:3
C -1.86861 -0.10157 0.04837
C -0.62380 0.73857 0.16657
O -0.80550 2.07092 0.47874
C 0.57075 0.29285 -0.13332
N 1.66590 -0.02055 -0.60424
C 2.38930 -1.16956 -0.33343
O 1.83091 -2.20119 -0.04676
H -1.66969 -1.17873 0.11855
H -2.57308 0.17162 0.84411
H -2.33774 0.09031 -0.92099
H -0.03776 2.40232 0.95983
H 3.45932 -1.09497 -0.57744
```

Results
Kohn-Sham gap = 8.46 eV
Energy relative to the best compared isomer or geometry (same formula, charge and spin) = 257.2 kJ/mol
Spin multiplicity = 1
LUMO = 0.0 eV

Löwdin population analysis, charges in e, atoms 1 to 4:
1 C -0.015
2 C -0.356
3 O 0.032
4 C -0.002



A cluster of 12 separate species, C30H75BINO14PS in total at a distorted geometry. Source: the OMol25 dataset; level of theory: ωB97M-V/def2-TZVPD.

Geometry as XYZ:
```
124
Properties=species:S:1:pos:R:3
C -2.51536 -0.28571 3.17378
C -1.09493 -0.69267 3.59065
C -0.21224 -1.06669 2.40048
C 0.15649 0.12035 1.43866
C 0.15004 1.46583 2.20124
C 1.47850 -0.08276 0.66678
P 2.97419 0.27514 1.71498
S 2.90583 -0.16262 3.63281
O 1.51729 1.06114 -0.20055
B 0.86070 0.81444 -1.48777
I 2.08249 1.51823 -3.29395
C -0.59294 1.56888 -1.62074
C -0.60395 2.94098 -0.99893
N 0.33258 3.79583 -1.13712
O 0.72031 -0.63683 -1.44929
C 1.55026 -1.21362 -0.42144
C 0.83112 -2.55839 -0.17117
C 1.10990 -3.69259 -1.15602
C 0.55197 -3.47260 -2.57723
C 2.88855 -1.45310 -1.14610
O 3.79683 -0.36287 -1.05601
C 4.89262 -0.41050 -1.84637
C 5.08059 -1.19109 -2.96201
C 6.23729 -1.10175 -3.69514
C 7.22735 -0.22995 -3.35745
C 7.05109 0.54049 -2.22887
C 5.90796 0.45311 -1.50064
H -2.52928 0.51160 2.43156
H -3.00550 -1.14421 2.70765
H -3.08434 -0.04907 4.07259
H -0.64683 0.01939 4.28208
H -1.23236 -1.61851 4.16592
H 0.66138 -1.64994 2.68731
H -0.81846 -1.74495 1.79328
H -0.68833 0.18504 0.75735
H 0.72070 2.23925 1.68341
H 0.53179 1.38511 3.21111
H -0.87951 1.81843 2.22716
H 3.17335 1.65799 1.57480
H 4.12399 -0.32184 1.17543
H -1.36225 0.95877 -1.13619
H -0.83240 1.67620 -2.68373
H -1.49692 3.20850 -0.40808
H 0.05736 4.64210 -0.63479
H 1.06347 -2.91709 0.83931
H -0.23355 -2.34225 -0.15904
H 2.15203 -4.01064 -1.18063
H 0.57024 -4.56317 -0.76472
H 1.36022 -3.21761 -3.26704
H 0.06619 -4.37037 -2.96286
H -0.15549 -2.64784 -2.62872
H 2.62621 -1.70705 -2.16505
H 3.38275 -2.32017 -0.67794
H 4.31219 -1.87669 -3.28920
H 6.32565 -1.72225 -4.57972
H 8.13271 -0.12652 -3.94343
H 7.78654 1.26337 -1.89937
H 5.78284 1.07788 -0.62528
C -1.48769 3.87328 5.08825
O -0.29209 3.25053 4.63241
H -2.28200 3.12939 5.08682
H -1.35211 4.25524 6.10557
H -1.76051 4.69439 4.42163
H 0.40024 3.91719 4.63637
C -1.99807 7.87912 5.39248
O -0.93689 7.19702 4.73522
H -2.61373 7.13660 5.89445
H -1.60482 8.57856 6.13542
H -2.61235 8.42270 4.66961
H -0.39620 7.85669 4.29286
C -3.72068 -3.41997 1.31836
O -2.48293 -3.24846 0.64154
H -3.50889 -3.56470 2.37562
H -4.35149 -2.53475 1.19927
H -4.24975 -4.29811 0.93526
H -2.67902 -3.12053 -0.29225
C -3.24200 3.83974 -3.42167
O -2.02321 4.04544 -4.13050
H -4.03243 3.65388 -4.14140
H -3.14887 2.97567 -2.75638
H -3.49104 4.73033 -2.83949
H -1.32660 4.20878 -3.48324
C -5.94442 1.98345 4.87468
O -4.72690 2.15930 4.16249
H -5.69970 1.79598 5.91752
H -6.56374 2.88291 4.80973
H -6.50172 1.12912 4.48000
H -4.95006 2.32249 3.24212
C -6.36491 6.01564 -5.24637
O -5.49953 5.77803 -4.13809
H -7.34178 5.60017 -5.01476
H -6.46109 7.09130 -5.42309
H -5.96893 5.52900 -6.13862
H -4.64018 6.14808 -4.35994
C 4.13186 -2.73733 6.49531
O 4.50257 -3.14008 5.18681
H 4.75532 -3.27889 7.20505
H 4.29160 -1.66336 6.62620
H 3.08173 -2.97484 6.69010
H 3.94183 -2.65092 4.57330
C -2.22423 -6.56188 -2.23684
O -2.89936 -5.61462 -3.06741
H -1.98387 -6.08610 -1.29247
H -2.86739 -7.42403 -2.04637
H -1.29925 -6.89210 -2.71728
H -3.10501 -6.04996 -3.89809
C -0.40936 -7.55384 1.24382
O -1.53117 -7.87701 0.42352
H 0.43131 -7.33317 0.59120
H -0.62345 -6.67601 1.85788
H -0.14966 -8.39727 1.88912
H -2.27034 -8.06919 1.00612
C -5.12614 3.06061 -7.20383
O -6.54388 3.07327 -7.04138
H -4.83452 3.94331 -7.76783
H -4.63760 3.08131 -6.22792
H -4.80967 2.16919 -7.75038
H -6.77952 2.28852 -6.54014
C 10.59183 -2.87108 -2.62158
O 9.67552 -2.86219 -3.70755
H 11.48911 -3.39671 -2.94130
H 10.85925 -1.85004 -2.33481
H 10.16275 -3.38907 -1.75959
H 8.88690 -2.39416 -3.41137
```

Results
Kohn-Sham gap = 6.88 eV
Spin multiplicity = 1
Total charge = -1
LUMO = 2.0 eV

Löwdin population analysis, charges in e, atoms 1 to 4:
1 C -0.093
2 C -0.245
3 C -0.192
4 C -0.276